Record 1
The following is a DFT calculation (the ωB97M-V functional and the def2-TZVPD basis) of a cluster of 8 separate species, C30H66ClNO10S in total.

The value obtained for the HOMO-LUMO gap is 8.87 eV.

The geometry in ORCA input format:
```
! wB97M-V def2-TZVPD RIJCOSX def2/J DEFGRID3
* xyz 0 1
C 3.805 -1.340 3.242
C 2.949 -0.289 2.427
C 3.709 0.847 1.868
C 3.055 1.920 1.116
C 1.599 1.798 0.923
C 0.850 0.673 1.479
C 1.488 -0.411 2.255
C 0.691 -1.591 2.890
C 0.137 -2.640 1.855
C -1.000 -2.089 0.897
C -1.535 -3.303 -0.020
N -1.659 -2.950 -1.448
C -2.154 -1.420 1.763
C -3.440 -1.029 0.935
C -3.383 0.386 0.249
C -3.218 1.591 1.273
Cl -2.158 0.523 -1.101
C -2.561 -2.253 3.046
O -2.287 -3.670 2.965
S -0.672 -3.983 2.867
O -0.151 -4.010 4.238
O -0.426 -5.309 2.288
H 3.661 -1.080 4.323
H 3.457 -2.370 2.978
H 4.897 -1.186 3.017
H 4.833 0.937 2.004
H 3.650 2.778 0.734
H 1.110 2.635 0.360
H -0.250 0.683 1.299
H 1.413 -2.147 3.553
H -0.075 -1.152 3.575
H 0.939 -3.095 1.221
H -0.600 -1.332 0.165
H -0.914 -4.226 0.076
H -2.572 -3.549 0.351
H -0.763 -2.874 -1.923
H -2.256 -2.141 -1.606
H -1.716 -0.451 2.151
H -3.731 -1.767 0.142
H -4.317 -0.988 1.646
H -4.395 0.542 -0.222
H -2.228 2.087 1.049
H -3.143 1.243 2.340
H -3.997 2.384 1.140
H -2.043 -1.832 3.961
H -3.660 -2.163 3.279
C 2.557 -6.035 -2.291
C 1.765 -5.033 -1.476
O 0.368 -5.185 -1.718
H 2.359 -5.904 -3.357
H 3.629 -5.919 -2.115
H 2.267 -7.057 -2.035
H 2.043 -4.014 -1.750
H 1.952 -5.167 -0.405
H 0.127 -6.085 -1.465
C 8.046 2.658 -0.532
C 7.559 2.969 0.870
O 6.547 2.045 1.262
H 7.219 2.703 -1.243
H 8.817 3.366 -0.844
H 8.457 1.646 -0.583
H 7.130 3.971 0.912
H 8.382 2.916 1.589
H 6.940 1.164 1.231
C 0.022 4.982 -3.019
C -0.185 3.952 -1.926
O -0.113 4.571 -0.642
H 0.991 5.472 -2.905
H -0.025 4.518 -4.007
H -0.740 5.765 -2.963
H 0.589 3.185 -1.972
H -1.160 3.465 -2.027
H -0.805 5.243 -0.602
C 4.105 5.622 -1.080
C 3.319 6.635 -0.270
O 1.926 6.496 -0.519
H 3.912 5.753 -2.147
H 5.178 5.725 -0.901
H 3.803 4.603 -0.824
H 3.608 7.651 -0.544
H 3.500 6.502 0.802
H 1.668 5.598 -0.267
C -8.086 2.155 -2.496
C -6.779 1.656 -1.910
O -6.225 2.628 -1.029
H -7.929 3.089 -3.039
H -8.515 1.419 -3.178
H -8.810 2.364 -1.704
H -6.053 1.469 -2.702
H -6.931 0.724 -1.354
H -6.869 2.781 -0.326
C 4.281 -2.152 -4.930
C 4.095 -3.194 -3.844
O 4.162 -2.584 -2.558
H 5.244 -1.649 -4.816
H 4.238 -2.608 -5.921
H 3.508 -1.382 -4.864
H 4.879 -3.949 -3.899
H 3.126 -3.694 -3.946
H 3.460 -1.924 -2.510
C -7.758 -2.624 2.890
C -7.163 -1.236 2.751
O -6.991 -0.903 1.376
H -7.114 -3.366 2.415
H -7.888 -2.891 3.941
H -8.730 -2.678 2.392
H -6.183 -1.192 3.231
H -7.810 -0.486 3.217
H -7.859 -0.934 0.958
*
```



Record 2
The following is a DFT calculation (the ωB97M-V functional and the def2-TZVPD basis) of a cluster of 8 separate species, C30H67BF3N2O9 in total.

The value obtained for the HOMO-LUMO gap is 7.20 eV.

The geometry in ORCA input format:
```
! wB97M-V def2-TZVPD RIJCOSX def2/J DEFGRID3
* xyz 1 1
C 3.552 1.028 2.094
C 2.342 0.903 2.852
C 1.015 1.348 2.048
N 0.680 2.768 2.051
C -0.459 3.337 1.362
C -0.702 4.951 1.429
C -0.165 5.584 2.834
C -0.775 4.867 4.123
F -0.967 5.884 5.121
F -2.044 4.257 3.869
F 0.097 3.905 4.715
C -1.443 2.432 0.523
C -1.090 0.892 0.500
C -2.051 -0.034 -0.374
C -1.397 -0.097 -1.865
O -0.959 -1.421 -2.225
C -0.104 -1.385 -3.411
C 1.259 -2.271 -3.199
C 0.139 0.299 1.271
B 0.567 -1.268 1.333
O 0.837 -1.813 2.663
N 0.707 -2.196 0.175
C -0.422 -3.215 0.281
C 1.955 -3.048 0.296
H 3.526 1.597 1.088
H 4.549 0.636 2.475
H 2.302 0.563 3.937
H 1.336 3.373 2.581
H -1.790 5.233 1.217
H -0.080 5.491 0.614
H 0.984 5.456 2.791
H -0.346 6.709 2.907
H -2.337 2.811 -0.068
H -3.044 0.540 -0.484
H -2.248 -1.062 0.077
H -2.106 0.383 -2.646
H -0.453 0.575 -1.872
H -0.733 -1.758 -4.298
H 0.245 -0.330 -3.687
H 1.666 -2.465 -4.247
H 1.063 -3.245 -2.625
H 1.994 -1.604 -2.603
H 0.029 -1.755 3.222
H -0.080 -4.165 0.844
H -1.257 -2.746 0.908
H -0.752 -3.529 -0.769
H 2.918 -2.460 0.123
H 2.010 -3.635 1.275
H 1.881 -3.841 -0.545
C 0.291 5.677 -2.694
C -1.012 5.005 -3.082
O -1.907 4.991 -1.975
H 0.757 5.154 -1.855
H 0.989 5.690 -3.534
H 0.113 6.707 -2.369
H -0.833 3.972 -3.385
H -1.490 5.531 -3.914
H -2.068 5.910 -1.721
C -0.146 -4.862 -7.307
C -0.838 -3.992 -6.277
O 0.017 -2.923 -5.880
H 0.782 -5.271 -6.902
H -0.790 -5.688 -7.616
H 0.123 -4.277 -8.191
H -1.085 -4.575 -5.388
H -1.764 -3.569 -6.682
H 0.223 -2.410 -6.673
C -1.296 0.543 6.202
C -2.066 -0.109 5.071
O -1.616 -1.447 4.879
H -0.224 0.546 5.985
H -1.628 1.572 6.357
H -1.432 -0.014 7.133
H -1.911 0.438 4.137
H -3.138 -0.127 5.286
H -1.764 -1.927 5.705
C 0.293 -6.910 -11.293
C 1.430 -6.570 -10.351
O 1.057 -6.852 -9.007
H -0.602 -6.337 -11.036
H 0.565 -6.692 -12.328
H 0.028 -7.968 -11.214
H 1.678 -5.508 -10.417
H 2.327 -7.149 -10.595
H 0.848 -7.794 -8.954
C 2.498 -0.920 6.832
C 3.009 -2.182 6.165
O 2.015 -2.720 5.303
H 1.593 -1.130 7.407
H 3.252 -0.499 7.501
H 2.233 -0.167 6.083
H 3.252 -2.938 6.914
H 3.910 -1.977 5.577
H 1.811 -2.047 4.636
C 4.165 3.188 -3.089
C 3.185 3.123 -1.935
O 3.722 2.335 -0.877
H 4.387 2.184 -3.460
H 3.761 3.786 -3.910
H 5.113 3.627 -2.767
H 2.247 2.664 -2.255
H 2.966 4.125 -1.551
H 4.548 2.752 -0.594
C -5.570 2.164 7.427
C -6.044 0.847 6.844
O -5.127 -0.192 7.165
H -4.579 2.419 7.040
H -6.263 2.972 7.182
H -5.479 2.095 8.515
H -6.112 0.913 5.756
H -7.030 0.580 7.236
H -5.079 -0.251 8.129
*
```



Record 3
The following is a DFT calculation (the ωB97M-V functional and the def2-TZVPD basis) of a structure of composition C30H67BrIn.

The value obtained for the HOMO-LUMO gap is 7.22 eV.

The geometry in ORCA input format:
```
! wB97M-V def2-TZVPD RIJCOSX def2/J DEFGRID3
* xyz -1 1
C 6.107 -0.422 -0.761
C 7.232 -1.394 -1.467
C 6.879 -1.799 -3.034
C 6.043 -0.565 -3.795
C 6.309 -0.580 -5.411
C 5.066 -0.051 -6.335
C 3.971 0.896 -5.568
C 4.537 2.430 -5.226
C 4.885 2.654 -3.640
C 4.153 3.942 -2.939
C 3.021 3.452 -1.855
C 1.537 3.937 -2.394
C 0.674 2.672 -3.047
C -0.752 2.633 -2.210
C -1.565 1.185 -2.386
C -2.964 1.407 -3.239
C -3.109 0.426 -4.549
C -4.245 -0.756 -4.327
In -3.802 -2.037 -2.467
Br -2.144 -4.055 -3.015
H 6.214 0.695 -1.165
H 6.209 -0.370 0.411
H 4.987 -0.727 -1.012
H 7.248 -2.395 -0.818
H 8.263 -0.835 -1.445
H 7.807 -2.162 -3.649
H 6.085 -2.687 -2.964
H 4.929 -0.703 -3.467
H 6.546 0.429 -3.380
H 7.313 -0.016 -5.679
H 6.490 -1.721 -5.710
H 5.551 0.623 -7.193
H 4.538 -0.943 -6.926
H 3.451 0.394 -4.634
H 3.088 1.079 -6.350
H 5.408 2.749 -5.967
H 3.638 3.174 -5.477
H 4.619 1.698 -2.987
H 6.071 2.775 -3.576
H 5.009 4.529 -2.350
H 3.712 4.607 -3.796
H 2.978 2.296 -1.675
H 3.243 3.964 -0.825
H 0.960 4.407 -1.488
H 1.607 4.775 -3.236
H 0.395 2.885 -4.172
H 1.237 1.656 -2.887
H -0.458 2.788 -1.071
H -1.459 3.548 -2.488
H -0.852 0.371 -2.877
H -1.816 0.834 -1.294
H -3.905 1.294 -2.520
H -3.008 2.527 -3.637
H -2.071 -0.005 -4.934
H -3.502 1.115 -5.441
H -5.357 -0.323 -4.291
H -4.241 -1.506 -5.246
H -3.066 -1.046 -1.123
H -5.407 -2.609 -1.854
C -1.198 -1.036 1.242
C -2.065 -2.174 1.759
C -2.470 -2.007 3.226
C -1.312 -1.991 4.231
C -0.408 -3.226 4.212
C -1.136 -4.510 4.574
H -0.246 -0.977 1.778
H -0.973 -1.188 0.182
H -1.713 -0.076 1.344
H -1.547 -3.128 1.610
H -2.977 -2.219 1.152
H -3.169 -2.810 3.490
H -3.033 -1.072 3.335
H -1.732 -1.875 5.239
H -0.694 -1.101 4.060
H 0.404 -3.072 4.933
H 0.069 -3.337 3.232
H -1.588 -4.436 5.568
H -0.434 -5.351 4.584
H -1.924 -4.746 3.853
C -4.697 0.637 8.934
C -4.166 -0.194 7.777
C -4.290 0.505 6.421
C -5.722 0.820 5.972
C -6.661 -0.385 5.879
C -6.216 -1.417 4.854
H -5.768 0.835 8.832
H -4.547 0.106 9.879
H -4.173 1.596 8.998
H -4.675 -1.164 7.756
H -3.105 -0.406 7.960
H -3.798 -0.113 5.661
H -3.726 1.446 6.453
H -5.676 1.310 4.991
H -6.164 1.557 6.653
H -7.659 -0.026 5.599
H -6.770 -0.863 6.858
H -6.139 -0.969 3.858
H -6.944 -2.233 4.802
H -5.248 -1.853 5.113
*
```



In order of appearance, largest force on an atom = 4.687; 5.610; 2.681 eV/A.